The following is a quantum chemistry calculation of an isolated ion of composition C4H9NO and charge +1, from OMol25.

2S+1: 2
HOMO-LUMO gap (spin up / spin down): 10.925 / 6.105 eV
net charge: +1
lowest unoccupied orbital energy (spin up / spin down): -0.195 / -0.341 hartree
strongest force on any atom: 0.166 Eh/bohr
highest occupied orbital energy (spin up / spin down): -16.23 / -15.40 eV

Positions of all 15 atoms, in Å:
C: -0.331 -0.641 -0.167
H: 0.953 -1.310 -1.707
H: -2.360 -1.323 -1.243
H: -0.520 0.368 1.673
C: -1.862 -0.816 -0.327
H: 1.779 1.765 0.502
H: -0.577 1.570 0.270
H: 2.058 0.272 0.309
O: -2.614 -0.169 0.407
H: -0.112 -1.525 0.413
C: -0.161 0.624 0.705
H: 1.750 0.764 1.690
N: 0.241 -0.715 -1.563
C: 1.427 0.830 0.785
H: 0.328 0.304 -1.748

The following is a quantum chemistry calculation of an isolated ion of composition C4H9NO2 and charge -1, from OMol25.

2S+1: 2
HOMO-LUMO gap (spin up / spin down): 3.872 / 7.134 eV
net charge: -1
lowest unoccupied orbital energy (spin up / spin down): 0.150 / 0.146 hartree
strongest force on any atom: 0.108 Eh/bohr
highest occupied orbital energy (spin up / spin down): 0.20 / -3.16 eV

Positions of all 16 atoms, in Å:
H: -2.957 -0.558 0.036
O: -1.859 -0.167 1.800
H: 1.590 1.743 0.083
H: -0.407 -1.774 0.040
C: 0.599 0.101 0.361
H: 0.787 -0.155 1.400
N: 0.592 1.542 0.124
O: 2.143 -0.014 -1.650
H: 1.688 -1.782 -0.580
C: -0.646 -0.777 -0.328
C: -1.990 -0.150 0.376
H: -1.961 0.868 -0.078
H: -0.805 -0.467 -1.374
H: 0.351 1.600 -0.870
H: -1.121 0.458 1.855
C: 1.449 -0.705 -0.824